No. 1
{
  "formula": "C14H21BI2IrLuO6S",
  "method": "ωB97M-V/def2-TZVPD",
  "e_lumo_ha": [-0.5435, -0.6275],
  "s_squared": 6.02,
  "spin_multiplicity": 5,
  "charge": 4,
  "de_lowest_kj_mol": 0.0,
  "orbital_gap_ev": [7.291, 5.470],
  "elements": ["I", "I", "Lu", "Ir", "S", "C", "C", "C", "C", "C", "C", "C", "C", "O", "O", "O", "O", "H", "H", "H", "H", "H", "H", "H", "H", "H", "C", "C", "C", "O", "B", "O", "C", "C", "C", "H", "H", "H", "H", "H", "H", "H", "H", "H", "H", "H", "H"],
  "xyz": [[3.20730, -1.33565, -0.82314], [2.50609, 1.98463, -0.18678], [0.62902, -0.23761, -0.82121], [-2.39724, 0.03724, 0.32871], [0.91397, 0.68207, -3.22117], [-2.52720, -1.18527, -1.21811], [-3.07468, -1.44458, 1.50339], [0.02129, 0.42539, -4.77697], [0.75173, 1.29409, -5.80416], [-1.40656, 0.91715, -4.58865], [0.06517, -1.03723, -5.18951], [-3.23997, 1.33353, 1.57427], [-1.61892, 1.57480, -0.65040], [-3.48674, -2.28189, 2.17607], [-2.80097, -1.95626, -2.04117], [-3.71430, 2.07388, 2.32423], [-1.46521, 2.60726, -1.16186], [0.25872, 1.26256, -6.77911], [1.78876, 0.96924, -5.92363], [0.77562, 2.33196, -5.45331], [-1.94330, 0.88993, -5.54623], [-1.39175, 1.94517, -4.21104], [-1.94680, 0.30509, -3.85714], [-0.43233, -1.17141, -6.15976], [-0.44060, -1.66849, -4.45042], [1.10015, -1.38873, -5.27313], [2.62832, -0.29504, 2.63658], [1.19372, -0.70602, 2.65238], [1.08025, -2.21421, 2.79242], [0.54317, -0.36319, 1.39317], [-0.84296, -0.09155, 1.67402], [-1.01499, -0.00115, 3.04777], [0.29490, 0.09005, 3.63861], [0.20142, -0.47758, 5.03322], [0.68963, 1.56656, 3.70072], [3.17523, -0.90909, 1.91972], [3.05139, -0.44325, 3.63276], [2.75629, 0.73845, 2.30803], [1.52182, -2.68924, 1.90923], [1.65835, -2.55625, 3.66135], [0.04028, -2.55640, 2.88908], [1.19032, -0.44782, 5.50472], [-0.48886, 0.11790, 5.63898], [-0.15666, -1.51113, 5.02004], [0.83013, 1.99896, 2.69704], [-0.10172, 2.13127, 4.20893], [1.61871, 1.69186, 4.27148]],
  "nbo_charge": [0.37, 0.51, 1.28, 0.13, 0.17, 0.48, 0.62, -0.11, -0.64, -0.62, -0.63, 0.58, 0.49, -0.22, -0.24, -0.22, -0.26, 0.28, 0.24, 0.23, 0.31, 0.23, 0.19, 0.30, 0.20, 0.24, -0.64, 0.29, -0.65, -0.94, 0.87, -0.75, 0.24, -0.64, -0.64, 0.22, 0.30, 0.20, 0.22, 0.29, 0.23, 0.25, 0.27, 0.24, 0.17, 0.27, 0.27]
}

No. 2
{
  "formula": "C8H13N2OS",
  "method": "ωB97M-V/def2-TZVPD",
  "e_lumo_ha": -0.1215,
  "smiles": "Cn1cc(O)[nH+]c1[C@H]1CCCS1",
  "spin_multiplicity": 1,
  "charge": 1,
  "de_lowest_kj_mol": 30.6,
  "orbital_gap_ev": 8.863,
  "elements": ["C", "N", "C", "C", "O", "N", "C", "C", "C", "C", "C", "S", "H", "H", "H", "H", "H", "H", "H", "H", "H", "H", "H", "H", "H"],
  "xyz": [[2.32874, -1.63328, -1.00484], [1.99546, -0.25617, -0.80452], [2.70015, 0.79780, -1.38035], [2.02490, 1.96140, -1.23728], [2.23618, 3.15574, -1.73495], [0.82467, 1.64041, -0.71340], [0.81026, 0.32611, -0.30493], [-0.24952, -0.30605, 0.46719], [-1.08183, 0.53284, 1.41805], [-2.35120, -0.41395, 1.57311], [-2.88087, -0.46841, 0.13743], [-1.44160, -0.84968, -0.92022], [2.95775, -2.23517, -0.32657], [1.28602, -2.11153, -0.95085], [2.71531, -1.79144, -2.03062], [3.71671, 0.69948, -1.65142], [3.17688, 3.27146, -2.08880], [0.07906, 2.28952, -0.74116], [0.15999, -1.20740, 0.89565], [-1.45107, 1.53972, 0.93769], [-0.59336, 0.66944, 2.38200], [-2.02706, -1.42017, 1.76108], [-3.20538, -0.07465, 2.21679], [-3.55424, -1.31437, -0.15377], [-3.45294, 0.46310, -0.12823]],
  "nbo_charge": [-0.43, -0.29, -0.16, 0.46, -0.63, -0.50, 0.48, -0.38, -0.41, -0.41, -0.52, 0.19, 0.25, 0.23, 0.25, 0.24, 0.53, 0.45, 0.25, 0.22, 0.25, 0.21, 0.25, 0.25, 0.22]
}

No. 3
{
  "formula": "C14H18AuOSSi",
  "method": "ωB97M-V/def2-TZVPD",
  "e_lumo_ha": 0.0987,
  "spin_multiplicity": 1,
  "charge": -1,
  "orbital_gap_ev": 7.446,
  "elements": ["Au", "C", "C", "O", "S", "C", "C", "C", "C", "C", "C", "C", "C", "H", "H", "H", "H", "H", "H", "H", "C", "Si", "C", "C", "C", "H", "H", "H", "H", "H", "H", "H", "H", "H", "H", "H"],
  "xyz": [[0.35960, -0.36310, 0.52030], [-3.85190, -0.80360, 8.53990], [-3.24080, 0.15830, 9.52130], [-3.60910, 0.29020, 10.66130], [-1.89080, 1.15460, 8.94930], [-1.69050, 0.72510, 7.22600], [-2.33000, 1.48500, 6.25120], [-2.17600, 1.16230, 4.92390], [-1.37070, 0.07910, 4.53250], [-0.73870, -0.67500, 5.53800], [-0.89040, -0.35500, 6.86600], [-1.14320, -0.21110, 3.18180], [-0.90310, -0.42830, 2.00460], [-4.93540, -0.72060, 8.59680], [-3.58350, -1.81770, 8.83390], [-3.51290, -0.62980, 7.52270], [-2.94890, 2.32160, 6.54350], [-2.66760, 1.74810, 4.15940], [-0.11570, -1.51040, 5.25040], [-0.40210, -0.93950, 7.63290], [3.59660, -0.24270, 2.02230], [3.35050, 0.72230, 0.38840], [2.91700, 2.51180, 0.90520], [5.10660, 0.83530, -0.39910], [2.02910, -0.07740, -0.68210], [4.46470, 0.09190, 2.58410], [3.71800, -1.30340, 1.82620], [2.72520, -0.12890, 2.65890], [3.66190, 2.92730, 1.57870], [1.96130, 2.53290, 1.41760], [2.84390, 3.17110, 0.04530], [5.83060, 1.29750, 0.26770], [5.09080, 1.41670, -1.31680], [5.47990, -0.15420, -0.64780], [2.40560, -1.02900, -1.06880], [1.81000, 0.53950, -1.55740]],
  "nbo_charge": [0.40, -0.73, 0.42, -0.57, 0.23, -0.25, -0.21, -0.20, -0.08, -0.20, -0.20, -0.18, -0.35, 0.24, 0.24, 0.25, 0.22, 0.22, 0.22, 0.21, -1.10, 1.62, -1.10, -1.10, -1.40, 0.21, 0.22, 0.24, 0.22, 0.24, 0.22, 0.21, 0.22, 0.22, 0.22, 0.22]
}

No. 4
{
  "formula": "C37H33FMoN6O5S",
  "method": "ωB97M-V/def2-TZVPD",
  "e_lumo_ha": [-0.0097, -0.0246],
  "s_squared": 2.06,
  "spin_multiplicity": 3,
  "charge": 0,
  "de_lowest_kj_mol": 40.6,
  "orbital_gap_ev": [6.419, 6.331],
  "elements": ["Mo", "N", "C", "O", "C", "C", "H", "H", "H", "H", "H", "H", "C", "O", "C", "C", "C", "C", "C", "C", "N", "N", "C", "C", "C", "C", "O", "C", "N", "C", "C", "C", "C", "H", "H", "H", "H", "H", "H", "H", "H", "H", "H", "H", "H", "C", "C", "C", "C", "C", "C", "C", "S", "O", "O", "N", "C", "C", "C", "C", "C", "N", "H", "H", "H", "H", "H", "H", "H", "H", "H", "H", "H", "F", "C", "C", "C", "C", "C", "C", "H", "H", "H", "H"],
  "xyz": [[-1.44581, -1.43170, 1.15308], [-2.33171, -1.37430, 5.36848], [-1.72551, -1.26680, 4.17398], [-1.62351, -2.23590, 3.42448], [-1.14351, 0.05500, 3.77128], [-0.21651, -0.27510, 2.60648], [-2.77191, -2.24480, 5.62178], [-2.49811, -0.57040, 5.94738], [-0.63841, 0.53940, 4.61638], [-1.95201, 0.71070, 3.42348], [0.62329, -0.86980, 2.98748], [0.20169, 0.64860, 2.20378], [5.01279, 5.45530, -2.31422], [4.43889, 4.18170, -2.15542], [3.29669, 3.89430, -2.84602], [2.79179, 2.60230, -2.67822], [1.61899, 2.22070, -3.28222], [0.92479, 3.11770, -4.11342], [1.46669, 4.38600, -4.32522], [2.62509, 4.78050, -3.68432], [-0.17621, 2.73510, -4.85922], [-1.03171, 1.93160, -4.45682], [-1.23591, 1.60750, -3.14512], [-1.27751, 2.59180, -2.14542], [-1.52721, 2.28900, -0.82512], [-1.63861, 0.94620, -0.43122], [-1.73111, 0.50880, 0.78528], [-1.57781, -0.05650, -1.42512], [-1.60181, -1.30850, -0.91132], [-1.57881, -2.31320, -1.79762], [-1.48091, -2.11260, -3.16582], [-1.40631, -0.83590, -3.68902], [-1.45791, 0.24550, -2.79832], [5.90609, 5.46060, -1.69072], [4.33679, 6.25070, -1.98082], [5.29669, 5.63530, -3.35562], [3.33649, 1.90370, -2.06292], [1.25479, 1.21450, -3.13402], [0.94829, 5.07750, -4.97342], [3.00149, 5.77680, -3.85772], [-1.13421, 3.62100, -2.44302], [-1.56681, 3.06790, -0.08072], [-1.63821, -3.32310, -1.41292], [-1.43381, -2.97530, -3.81302], [-1.29831, -0.65590, -4.74592], [4.64989, 2.67050, 2.94758], [3.88819, 1.62420, 2.18948], [4.05589, 0.26940, 2.45838], [3.37839, -0.68520, 1.71738], [2.51029, -0.28120, 0.72298], [2.30229, 1.05940, 0.46188], [2.99979, 2.00600, 1.18878], [1.72349, -1.49520, -0.31882], [2.70519, -2.45640, -0.75072], [1.02599, -0.77540, -1.35602], [0.61109, -2.18690, 0.66698], [0.15959, -3.43880, 0.51358], [0.79469, -4.55370, -0.05832], [0.08549, -5.73030, -0.15532], [-1.22521, -5.79280, 0.32388], [-1.78261, -4.66170, 0.87598], [-1.12011, -3.50350, 0.97018], [5.52909, 2.25090, 3.43048], [4.01679, 3.12140, 3.71328], [4.96879, 3.46360, 2.27488], [4.73569, -0.04200, 3.23888], [3.52269, -1.74190, 1.88358], [1.61149, 1.33960, -0.31902], [2.87169, 3.05490, 0.96608], [1.79649, -4.44860, -0.44022], [0.53169, -6.59990, -0.61352], [-1.79741, -6.70360, 0.24728], [-2.80421, -4.65680, 1.23358], [-7.69341, -2.25560, 1.24868], [-6.35481, -2.04990, 1.28888], [-5.57961, -2.79210, 2.15758], [-4.21341, -2.57020, 2.18208], [-3.56661, -1.62680, 1.36988], [-4.41571, -0.91380, 0.50778], [-5.78591, -1.10480, 0.45898], [-6.04661, -3.53170, 2.79118], [-3.62051, -3.16530, 2.86868], [-3.99971, -0.16470, -0.15732], [-6.41001, -0.53720, -0.21312]],
  "lowdin_spin": [1.72, 0.00, 0.01, 0.01, 0.00, -0.05, 0.00, 0.00, 0.00, 0.00, 0.00, 0.00, 0.00, 0.00, 0.01, 0.00, 0.00, 0.00, 0.01, 0.00, 0.02, 0.00, 0.04, -0.02, 0.03, -0.02, 0.05, 0.00, -0.02, 0.05, -0.01, 0.05, -0.01, 0.00, 0.00, 0.00, 0.00, 0.00, 0.00, 0.00, 0.00, 0.00, 0.00, 0.00, 0.00, 0.00, 0.00, 0.00, 0.00, 0.00, 0.00, 0.00, 0.00, 0.00, 0.00, 0.01, 0.02, 0.00, 0.02, 0.00, 0.01, 0.01, 0.00, 0.00, 0.00, 0.00, 0.00, 0.00, 0.00, 0.00, 0.00, 0.00, 0.00, 0.00, 0.01, 0.00, 0.01, 0.00, 0.02, 0.00, 0.00, 0.00, 0.00, 0.00]
}